(1)
A molecular structure, C7F21KN3O15S7 at a distorted geometry, computed with the ωB97M-V functional and the def2-TZVPD basis.

Values from the calculation:
Energy relative to the best compared isomer or geometry (same formula, charge and spin) (eV): 0.930
HOMO (eV): -2.822
Charge: -3
Kohn-Sham gap (Ha): 0.31652
E_LUMO (eV): 5.8

Positions of all 54 atoms, in Å:
K 0.646 -0.950 -0.961
C -0.785 3.476 -2.347
F 0.513 3.126 -2.817
F -0.634 3.917 -1.085
F -1.270 4.440 -3.137
S -2.001 1.988 -2.306
O -3.215 2.507 -1.670
O -2.158 1.546 -3.697
O -1.341 0.947 -1.478
C 3.327 -2.036 1.279
F 2.675 -0.876 1.506
F 4.089 -2.327 2.358
F 2.340 -2.970 1.040
S 4.414 -1.905 -0.300
O 5.744 -1.436 0.056
O 4.549 -3.251 -0.899
N 3.363 -0.801 -1.288
S 4.280 0.047 -2.112
O 4.469 1.379 -1.520
O 5.473 -0.639 -2.658
C 3.187 0.435 -3.641
F 3.644 1.494 -4.238
F 3.201 -0.602 -4.421
F 1.909 0.698 -3.230
C -1.171 -3.107 2.160
F -1.411 -3.803 3.264
F -2.143 -2.244 1.990
F -0.007 -2.375 2.389
S -1.188 -4.217 0.510
O -0.007 -5.081 0.487
O -2.452 -4.973 0.673
N -1.177 -3.015 -0.763
S -2.193 -3.531 -1.892
O -1.770 -4.809 -2.449
O -3.600 -3.475 -1.447
C -1.965 -2.111 -3.231
F -2.055 -2.683 -4.455
F -2.811 -1.118 -3.045
F -0.782 -1.615 -3.164
C -1.025 1.114 2.158
F -1.630 2.102 1.546
F -2.098 0.406 2.691
F -0.301 0.321 1.335
S 0.060 1.798 3.597
O 0.331 0.678 4.521
O 1.219 2.437 3.003
N -1.015 2.785 4.600
S -1.318 4.070 3.656
O -1.373 5.188 4.582
O -0.607 4.329 2.386
C -3.138 3.729 3.170
F -3.902 4.563 3.910
F -3.459 3.947 1.898
F -3.435 2.484 3.485

***

(2)
A molecular structure, C18H15N7ReS at a distorted geometry, computed with the ωB97M-V functional and the def2-TZVPD basis.

Values from the calculation:
Energy relative to the best compared isomer or geometry (same formula, charge and spin) (eV): 0.690
HOMO (spin up / spin down) (eV): -20.207 / -20.204
Charge: +4
Kohn-Sham gap (spin up / spin down) (Ha): 0.18720 / 0.17319
E_LUMO (spin up / spin down) (eV): -15.1 / -15.5
Spin multiplicity: 4

Positions of all 42 atoms, in Å:
Re 12.055 11.691 5.182
N 16.391 11.200 4.787
C 15.159 10.915 5.045
N 14.163 11.794 5.330
C 14.569 13.126 5.589
N 13.676 14.025 6.029
N 12.445 13.615 5.720
C 11.413 14.434 5.757
C 10.192 13.971 5.157
C 9.039 14.711 5.034
C 7.928 14.193 4.442
C 7.986 12.864 4.016
C 9.173 12.184 4.121
N 10.286 12.713 4.677
C 15.960 13.431 5.650
C 16.463 14.657 6.129
C 17.829 14.931 5.966
C 18.704 13.987 5.428
C 18.249 12.736 5.057
C 16.873 12.463 5.126
H 17.089 10.505 4.631
H 14.896 9.822 5.060
H 11.530 15.508 6.076
H 8.980 15.674 5.518
H 6.911 14.619 4.426
H 7.099 12.321 3.708
H 9.182 11.116 4.003
H 15.747 15.302 6.622
H 18.194 15.818 6.479
H 19.762 14.222 5.557
H 18.880 11.914 4.776
S 10.599 10.712 6.816
C 10.749 9.330 5.758
N 10.000 8.234 5.881
C 10.198 7.189 4.946
C 11.353 7.227 4.097
C 11.972 8.493 4.017
N 11.596 9.526 4.738
H 9.069 8.061 6.343
H 9.613 6.312 4.890
H 11.556 6.413 3.416
H 12.686 8.575 3.189

***

(3)
2 unconnected molecules or ions with the total composition C6H10O at a distorted geometry, computed with the ωB97M-V functional and the def2-TZVPD basis.

Values from the calculation:
Energy relative to the best compared isomer or geometry (same formula, charge and spin) (eV): 2.556
HOMO (eV): -7.982
Charge: 0
Kohn-Sham gap (Ha): 0.31379
SMILES: C=C/C=C/C=C.O
E_LUMO (eV): 0.6

Positions of all 17 atoms, in Å:
C 2.364 1.426 -1.007
C 2.214 0.505 -0.034
C 0.879 0.115 0.441
C -0.267 0.771 0.256
C -1.568 0.124 0.463
C -2.689 0.793 0.761
H 3.289 1.534 -1.567
H 1.538 2.068 -1.274
H 3.030 0.251 0.642
H 0.797 -0.929 0.758
H -0.299 1.859 0.143
H -1.502 -0.932 0.189
H -2.792 1.841 0.471
H -3.606 0.386 1.165
O -0.546 -2.793 -0.502
H -1.140 -3.563 -0.594
H -0.546 -2.498 -1.428

***

(4)
C4H6OS in the gas phase at a distorted geometry, computed with the ωB97M-V functional and the def2-TZVPD basis.

Values from the calculation:
Energy relative to the best compared isomer or geometry (same formula, charge and spin) (eV): 1.200
HOMO (eV): -8.931
Charge: 0
Kohn-Sham gap (Ha): 0.31318
SMILES: C=C(C)C(O)=S
E_LUMO (eV): -0.4

Positions of all 12 atoms, in Å:
C 1.162 0.798 -0.194
C 0.123 0.000 -0.054
C 0.262 -1.519 0.063
C -1.274 0.490 0.026
O -1.346 1.849 0.067
S -2.643 -0.332 -0.115
H 1.234 1.900 -0.288
H 2.162 0.343 -0.166
H -0.040 -1.886 1.068
H -0.419 -1.972 -0.609
H 1.284 -1.891 -0.133
H -0.505 2.220 0.335

***

> Look up the energy relative to the best compared isomer or geometry (same formula, charge and spin) of the fourth one.

1.200 eV

***

> What is the charge in the second record?

+4